Entry 1:
{"formula": "C4H3Cl2HgN10", "method": "ωB97M-V with the def2-TZVPD basis set", "spin_multiplicity": 2, "fmax_ev_per_a": 0.6, "energy_ev": -48315.35364, "gap_ha": [0.274, 0.270], "relative_energy_kj_mol": 152.76, "charge": -2, "s_squared": 0.75, "symbols": ["Hg", "Cl", "C", "Cl", "H", "H", "N", "C", "N", "N", "N", "N", "C", "N", "N", "N", "N", "H", "N", "C"], "coordinates": [[0.403963, 0.432960, -0.892841], [2.868598, -1.649024, -0.019800], [4.309772, -1.816614, -0.914905], [3.322694, 0.262837, -2.929497], [4.237683, -2.371332, -1.837136], [5.025333, -1.014749, -0.823024], [-2.339415, 0.098508, 1.684155], [-1.204378, -0.662875, 1.822192], [-1.087546, -1.493621, 2.843311], [0.122073, -2.073282, 2.680317], [0.697363, -1.621535, 1.629234], [-0.113363, -0.705532, 1.032620], [-2.608913, 1.002420, 0.683557], [-3.726602, 1.702164, 0.614501], [-3.565007, 2.447362, -0.508198], [-2.424232, 2.195304, -1.056155], [-1.778349, 1.262637, -0.309207], [-3.040525, -0.022671, 2.390507], [0.419581, 2.369849, -3.497808], [0.481271, 1.657193, -2.591824]], "forces_ev_per_angstrom": [[-0.356, 0.036, 0.228], [0.485, -0.282, 0.001], [-0.071, 0.139, -0.129], [0.202, -0.131, 0.018], [-0.004, 0.036, 0.052], [-0.049, -0.041, -0.005], [0.207, -0.140, 0.026], [-0.133, 0.119, -0.055], [0.097, -0.089, 0.045], [-0.043, 0.179, -0.207], [-0.147, -0.016, 0.136], [0.136, 0.279, -0.480], [-0.051, 0.094, -0.085], [-0.135, 0.085, -0.009], [0.160, -0.118, 0.034], [-0.233, -0.057, 0.258], [-0.189, 0.321, -0.283], [0.011, -0.046, 0.052], [-0.077, -0.169, 0.285], [0.190, -0.199, 0.119]]}


Entry 2:
{"formula": "C4H3ClF2", "method": "ωB97M-V with the def2-TZVPD basis set", "smiles": "C=C(F)/C=C(\\F)Cl", "fmax_ev_per_a": 7.6, "energy_ev": -22150.35298, "gap_ha": 0.345, "relative_energy_kj_mol": 210.93, "symbols": ["C", "C", "F", "C", "C", "F", "Cl", "H", "H", "H"], "coordinates": [[-0.213437, 2.930958, -0.922174], [-0.480095, 1.668537, -0.437340], [-1.665452, 0.983323, -0.286013], [0.394590, 0.628942, 0.059196], [0.165651, -0.735767, 0.196116], [-0.884220, -1.277145, -0.053873], [1.324685, -1.891702, 0.655853], [0.780785, 3.413595, -1.170709], [-0.956543, 3.554895, -1.141270], [1.402893, 0.878815, 0.846661]], "forces_ev_per_angstrom": [[2.345, -3.810, 1.254], [1.236, 0.179, -0.064], [-1.437, 2.497, -0.991], [5.380, -1.692, 3.805], [4.770, 5.852, 0.584], [-6.017, -3.286, -1.855], [0.817, -0.083, 0.516], [-0.983, -1.482, 0.866], [-3.308, 2.166, -0.906], [-2.803, -0.341, -3.209]]}


Entry 3:
{"formula": "C4H3CuO2", "method": "ωB97M-V with the def2-TZVPD basis set", "spin_multiplicity": 3, "fmax_ev_per_a": 2.3, "energy_ev": -52925.34503, "gap_ha": [0.236, 0.259], "relative_energy_kj_mol": 0.00, "s_squared": 2.05, "symbols": ["O", "C", "C", "C", "C", "O", "H", "H", "Cu", "H"], "coordinates": [[-2.146884, 0.721388, 1.789916], [-1.294142, -0.057325, 1.096114], [0.057577, 0.276079, 1.141127], [0.888833, -0.359427, 0.166822], [2.297638, -0.132713, 0.160665], [2.939418, 0.619317, 0.929852], [0.429472, 1.065192, 1.816355], [2.873785, -0.671354, -0.624836], [-0.814970, -1.092789, -0.599353], [-2.983088, 0.243660, 1.874701]], "forces_ev_per_angstrom": [[-0.549, -0.908, -0.041], [2.020, 0.544, -0.893], [-0.574, 0.131, -0.062], [-1.227, 0.770, 1.338], [1.820, 0.160, -0.230], [-1.523, -1.006, -0.877], [-0.001, -0.412, -0.200], [-0.188, 0.134, 0.216], [0.235, 0.301, 0.727], [-0.012, 0.288, 0.022]]}